A 2-piece molecular cluster, C4H5NO2 overall, computed with ωB97M-V/def2-TZVPD.

Last columns: bonded neighbours and bond lengths (Å).
Geometry (Å):
1 H 0.7572 0.9909 0.4407  C4 1.092
2 C 1.4931 -0.1250 -1.2751  C4 1.525, O6 1.202, H10 1.109
3 H 1.4697 -0.6128 0.8798  C4 1.095
4 C 0.9082 -0.0458 0.1307  H1 1.092, C2 1.525, H3 1.095, C7 1.507
5 O -1.3065 -0.1243 -0.7720  C7 1.210
6 O 2.1013 -1.0695 -1.7026  C2 1.202
7 C -0.3905 -0.7123 -0.2430  C4 1.507, O5 1.210, H12 1.104
8 C -1.9628 0.9484 1.5308  N9 1.154, H11 1.071
9 N -1.0673 0.8367 2.2494  C8 1.154
10 H 1.1542 0.7086 -1.9234  C2 1.109
11 H -2.7735 1.0174 0.8343  C8 1.071
12 H -0.3831 -1.8123 -0.1495  C7 1.104

Results
**Kohn-Sham gap**: 10.33 eV
**Total energy**: -9812.1414 eV
**Structure (SMILES)**: O=CCC=O.C#N
**Total charge**: 0
**Multiplicity**: 1
**E_LUMO**: 0.007 Ha
**HOMO energy**: -10.14 eV